Record 1
# C5H14ClO7S

A cluster of 4 separate species, C5H14ClO7S in total in a non-equilibrium geometry (ωB97M-V/def2-TZVPD, OMol25).

Results
Calculated total energy = -43102.6430 eV
Strongest force on any atom = 5.2 eV/A

```
! RIJCOSX wB97M-V def2-TZVPD def2/J DEFGRID3
* xyz -1 1
O 1.8203 -1.2223 0.9862
C 1.4413 -1.1440 -0.1364
Cl 2.3648 -0.2132 -1.3659
C 0.0734 -1.8555 -0.4794
S -1.2114 -0.5093 -0.3299
O -1.1443 0.3987 -1.4867
O -2.5792 -1.0641 -0.1495
O -0.8117 0.2566 0.9566
H 0.0544 -2.2485 -1.5251
H -0.1847 -2.6289 0.2904
C -3.2255 -3.7029 2.2104
O -2.4386 -3.3619 1.0849
H -2.5772 -4.1336 2.9734
H -3.7079 -2.8065 2.6111
H -3.9862 -4.4382 1.9270
H -3.0262 -2.9802 0.4210
C 2.0049 2.7546 -3.9869
O 2.5232 2.3363 -2.7338
H 2.5474 2.2382 -4.7780
H 0.9436 2.5018 -4.0532
H 2.1375 3.8345 -4.1045
H 2.0298 2.8025 -2.0495
C 1.2066 2.8958 2.2720
O 1.5361 1.5640 2.6167
H 1.9883 3.5577 2.6478
H 1.1427 2.9941 1.1844
H 0.2503 3.1737 2.7252
H 0.8282 1.0007 2.2718
*
```

=====

Record 2
# C5H14N

The ion C5H14N with charge +1 in a non-equilibrium geometry (ωB97M-V/def2-TZVPD, OMol25).

Results
Energy relative to the best compared isomer or geometry (same formula, charge and spin) = 174.6 kJ/mol
SMILES = CC[C@@H](C)C[NH3+]
Strongest force on any atom = 4.2 eV/A

```
! RIJCOSX wB97M-V def2-TZVPD def2/J DEFGRID3
* xyz 1 1
C 0.2454 -1.6499 -1.9983
C -0.3993 -1.2079 -0.6712
C 0.2972 0.0339 0.0201
C 0.6057 1.1600 -0.9099
C -0.7616 0.6663 0.9892
N -0.0422 0.8816 2.3678
H 1.3257 -1.7415 -1.8594
H 0.0790 -1.0377 -2.8753
H -0.2468 -2.6919 -2.1899
H -1.3801 -0.9070 -0.7792
H -0.4764 -2.1544 -0.0864
H 1.1360 -0.3972 0.7596
H 1.1751 0.7788 -1.7655
H 1.2535 1.8151 -0.5067
H -0.2925 1.6336 -1.3778
H -1.0353 1.7107 0.4392
H -1.6513 -0.0464 1.1993
H -0.7099 1.1626 3.1577
H 0.6648 1.6528 2.1435
H 0.5295 0.0378 2.5866
*
```

=====

Record 3
# C5H14N

The ion C5H14N with charge +1 in a non-equilibrium geometry (ωB97M-V/def2-TZVPD, OMol25).

Results
Energy relative to the best compared isomer or geometry (same formula, charge and spin) = 158.6 kJ/mol
SMILES = CC[C@@H](C)C[NH3+]
Strongest force on any atom = 4.4 eV/A

```
! RIJCOSX wB97M-V def2-TZVPD def2/J DEFGRID3
* xyz 1 1
C -1.8318 0.4116 -1.6757
C -0.5693 -0.3481 -1.2167
C 0.0858 0.1819 0.0767
C -1.0913 0.3794 1.1329
C 1.1909 -0.7532 0.4974
N 2.4060 0.0559 1.0007
H -1.6003 1.4745 -1.7231
H -2.6444 0.2178 -0.9627
H -2.2561 0.2064 -2.7130
H -0.8866 -1.4368 -1.1463
H 0.2931 -0.1931 -1.9984
H 0.3650 1.1965 -0.0296
H -2.0008 0.9947 0.8434
H -0.6453 0.6998 2.0884
H -1.4769 -0.6280 1.5115
H 1.0511 -1.5591 1.3044
H 1.4310 -1.5028 -0.3505
H 3.0644 -0.7008 1.5252
H 2.1159 0.9034 1.6148
H 2.9997 0.3998 0.2205
*
```

=====

Record 4
# C5H14N

A cluster of 2 separate species, C5H14N in total (ωB97M-V/def2-TZVPD, OMol25).

Results
Energy relative to the best compared isomer or geometry (same formula, charge and spin) = 120.0 kJ/mol
Strongest force on any atom = 0.5 eV/A

```
! RIJCOSX wB97M-V def2-TZVPD def2/J DEFGRID3
* xyz 1 1
C -1.5904 2.3183 -1.7154
N -1.4864 1.4036 -0.8396
H -2.5495 2.7733 -1.9269
H -0.7145 2.6226 -2.2736
H -0.5885 0.9471 -0.6637
H -2.2341 1.1574 -0.1968
C 0.4050 -2.7565 0.1268
C 0.2838 -1.2414 0.0955
C 1.1612 -0.5897 1.1608
C 1.1783 0.9361 1.1284
H 1.4206 -3.0740 -0.1024
H -0.2723 -3.2528 -0.5677
H 0.1581 -3.1082 1.1302
H -0.7724 -1.0044 0.2518
H 0.5859 -0.8502 -0.8854
H 2.1792 -0.9415 0.9940
H 0.8694 -0.9353 2.1496
H 1.4381 1.3131 0.1257
H 1.9169 1.3245 1.8245
H 0.2223 1.3690 1.4287
*
```

=====

Record 5
# C5H14N2

The ion C5H14N2 with charge -1 in a non-equilibrium geometry (ωB97M-V/def2-TZVPD, OMol25).

Results
Energy relative to the best compared isomer or geometry (same formula, charge and spin) = 91.0 kJ/mol
Strongest force on any atom = 2.5 eV/A

```
! RIJCOSX wB97M-V def2-TZVPD def2/J DEFGRID3
* xyz -1 2
C -1.5332 1.4730 0.7227
C -0.4818 0.4693 0.2610
C 0.9429 0.6922 0.8909
C 1.9832 1.1700 -0.0709
N -0.9041 -0.8853 0.4354
C -0.1941 -1.9227 -0.2462
N -0.0546 -1.7200 -1.6805
H -1.5395 1.7878 1.7738
H -1.6699 2.3748 0.1071
H -2.5168 1.0182 0.5394
H -0.4129 0.8168 -0.7903
H 1.1743 -0.3120 1.2492
H 0.8176 1.1696 1.8686
H 2.9744 1.2153 0.3758
H 2.1647 0.4551 -0.8928
H 1.6850 2.0377 -0.6663
H -1.8934 -0.9794 0.2140
H 0.8437 -2.0116 0.1199
H -0.5956 -2.9057 0.0525
H -0.9258 -1.3587 -2.0779
H 0.1358 -2.5843 -2.1852
*
```

=====

Record 6
# C5H14N2

The ion C5H14N2 with charge -1 in a non-equilibrium geometry (ωB97M-V/def2-TZVPD, OMol25).

Results
Energy relative to the best compared isomer or geometry (same formula, charge and spin) = 200.7 kJ/mol
Strongest force on any atom = 5.7 eV/A

```
! RIJCOSX wB97M-V def2-TZVPD def2/J DEFGRID3
* xyz -1 2
C -0.1512 2.2057 -0.4657
C -0.9421 0.8457 -0.2868
C -0.3698 -0.2358 0.7021
C 0.9628 -0.7677 0.1985
C 0.7006 -1.8795 -0.8114
N 0.4149 -3.1739 -0.0701
N -0.5923 3.0160 0.6361
H 0.8852 1.9585 -0.3079
H -0.3699 2.7330 -1.3497
H -0.9967 0.4175 -1.3667
H -2.0042 1.0688 0.1110
H -1.1182 -0.9101 1.0275
H -0.0408 0.3154 1.6417
H 1.6523 -0.0272 -0.1768
H 1.4773 -1.2379 1.0333
H 0.0630 -1.5296 -1.4946
H 1.6228 -2.0917 -1.2373
H -0.1203 -3.1730 0.7845
H 0.0737 -3.9329 -0.7529
H -0.3388 3.8863 0.7431
H -0.8084 2.5124 1.4421
*
```

=====

Record 7
# C5H14N2

The molecule C5H14N2 in a non-equilibrium geometry (ωB97M-V/def2-TZVPD, OMol25).

Results
Energy relative to the best compared isomer or geometry (same formula, charge and spin) = 235.8 kJ/mol
SMILES = CC(C)[C@@H](N)CN
Strongest force on any atom = 4.9 eV/A

```
! RIJCOSX wB97M-V def2-TZVPD def2/J DEFGRID3
* xyz 0 1
C 0.8604 1.2163 -1.2986
C -0.4293 1.0419 -0.5178
C -0.6252 1.9077 0.7905
C -0.5935 -0.6140 -0.0821
N -0.6011 -1.4999 -1.1542
C 0.4259 -0.8554 0.9763
N 0.5447 -2.3063 1.4767
H 0.9986 0.6222 -2.1524
H 1.1568 2.3203 -1.6195
H 1.7139 0.8385 -0.7054
H -1.3179 1.0435 -1.0994
H -1.3817 2.7574 0.6866
H -1.1212 1.1929 1.5197
H 0.2286 2.3661 1.3455
H -1.6419 -0.5491 0.2203
H -0.0943 -1.2268 -1.9822
H -1.4607 -2.0353 -1.4583
H 1.5092 -0.3214 0.6634
H 0.1579 -0.2900 1.8158
H 0.2956 -3.0245 0.6718
H 1.3750 -2.5838 1.9035
*
```

=====

Record 8
# C5H14N2

A structure of composition C5H14N2 in a non-equilibrium geometry (ωB97M-V/def2-TZVPD, OMol25).

Results
Energy relative to the best compared isomer or geometry (same formula, charge and spin) = 659.2 kJ/mol
Strongest force on any atom = 5.0 eV/A

```
! RIJCOSX wB97M-V def2-TZVPD def2/J DEFGRID3
* xyz 0 1
C -0.6996 0.0754 -2.9239
C -0.3106 -0.6449 -1.6497
N -0.0184 0.3574 -0.6240
C 1.0652 -1.0289 0.9978
C -0.0785 -0.0483 0.8129
C 0.2039 1.1661 1.6993
N 0.1137 0.8167 3.1894
H 0.0123 0.8310 -3.3374
H -1.6662 0.5359 -2.9195
H -0.7008 -0.7799 -3.7515
H -1.1180 -1.3260 -1.2984
H 0.5329 -1.3867 -1.7749
H -0.7325 1.0748 -0.7545
H 0.6798 -1.9770 0.5515
H 1.9809 -0.7906 0.4386
H 1.1669 -1.2279 2.0626
H -1.0308 -0.6166 1.1351
H 1.0093 1.5707 0.9311
H -0.6397 1.8444 1.5168
H -0.9798 0.7812 3.3042
H 1.2100 0.7735 2.3945
*
```

=====

Record 9
# C5H14N2

The molecule C5H14N2 in a non-equilibrium geometry (ωB97M-V/def2-TZVPD, OMol25).

Results
Energy relative to the best compared isomer or geometry (same formula, charge and spin) = 270.4 kJ/mol
SMILES = CC[C@H](N)CNC
Strongest force on any atom = 5.2 eV/A

```
! RIJCOSX wB97M-V def2-TZVPD def2/J DEFGRID3
* xyz 0 1
C 0.9383 2.2682 0.3004
C 0.8562 1.0287 1.2467
C 0.8740 -0.2181 0.4379
N 1.8757 -0.0522 -0.6220
C -0.4171 -0.1999 -0.3454
N -1.6109 -1.1463 0.1476
C -2.3739 -1.7437 -0.9394
H 1.9306 2.2165 -0.2040
H 0.8294 3.1763 0.9382
H 0.0653 2.3712 -0.4495
H -0.0561 1.3798 1.7933
H 1.6059 1.0067 2.0022
H 1.0938 -1.1546 1.0423
H 2.0022 -1.0449 -0.9125
H 2.7830 0.0106 -0.2504
H -0.1406 -0.6051 -1.3287
H -0.9696 0.7370 -0.6638
H -2.3452 -0.7089 0.8241
H -2.4977 -1.0189 -1.7578
H -3.4866 -2.1384 -0.6165
H -1.9321 -2.6491 -1.2974
*
```

=====

Record 10
# C5H14N2

The molecule C5H14N2 (ωB97M-V/def2-TZVPD, OMol25).

Results
Energy relative to the best compared isomer or geometry (same formula, charge and spin) = 66.7 kJ/mol
SMILES = CC(C)CNCN
Strongest force on any atom = 0.9 eV/A

```
! RIJCOSX wB97M-V def2-TZVPD def2/J DEFGRID3
* xyz 0 1
C 0.8221 0.8469 1.9746
C 0.9631 0.9070 0.4515
C 2.4108 0.7581 -0.0060
C 0.1050 -0.1513 -0.2674
N -1.2976 -0.0472 0.0748
C -2.2217 -0.5455 -0.9426
N -1.9185 -1.8260 -1.5098
H -0.2264 0.6810 2.2042
H 1.4747 0.0842 2.3904
H 1.1530 1.7856 2.4038
H 0.5552 1.8379 0.0640
H 3.0287 0.1408 0.6464
H 2.9738 1.6947 -0.1285
H 2.5004 0.2657 -0.9655
H 0.2359 -0.0195 -1.3466
H 0.5277 -1.1588 -0.0978
H -1.4387 -0.4822 0.9757
H -2.2582 0.2356 -1.6961
H -3.2139 -0.5071 -0.4916
H -1.7143 -1.8701 -2.4940
H -2.4609 -2.6297 -1.2395
*
```

=====

Record 11
# C5H14N2

The molecule C5H14N2 in a non-equilibrium geometry (ωB97M-V/def2-TZVPD, OMol25).

Results
Energy relative to the best compared isomer or geometry (same formula, charge and spin) = 123.9 kJ/mol
SMILES = CNCCCCN
Strongest force on any atom = 3.0 eV/A

```
! RIJCOSX wB97M-V def2-TZVPD def2/J DEFGRID3
* xyz 0 1
C 1.4694 2.0621 0.1770
N 2.0721 0.7557 0.5116
C 1.5563 -0.4806 -0.0935
C 0.3652 -1.0522 0.6408
C -0.9105 -0.2070 0.6400
C -1.6682 -0.1550 -0.7113
N -2.2978 -1.5386 -0.9068
H 2.2256 2.7806 -0.1308
H 0.8473 2.4699 0.9785
H 0.7751 1.9668 -0.6646
H 2.0081 0.7402 1.5214
H 2.3809 -1.1765 0.0810
H 1.4701 -0.4352 -1.1772
H 0.6665 -1.2731 1.6687
H 0.0781 -2.0287 0.2432
H -0.6505 0.8332 0.8100
H -1.6361 -0.5377 1.3807
H -2.4277 0.6062 -0.5976
H -1.0117 -0.0684 -1.5694
H -3.3072 -1.4521 -0.9672
H -2.0050 -1.8097 -1.8345
*
```

=====

Record 12
# C5H14N2

The molecule C5H14N2 in a non-equilibrium geometry (ωB97M-V/def2-TZVPD, OMol25).

Results
Energy relative to the best compared isomer or geometry (same formula, charge and spin) = 183.6 kJ/mol
SMILES = CC[C@@H](N)CNC
Strongest force on any atom = 2.7 eV/A

```
! RIJCOSX wB97M-V def2-TZVPD def2/J DEFGRID3
* xyz 0 1
C 1.5198 0.4207 2.3287
C 0.8764 -0.2098 1.0781
C 0.4863 0.7887 -0.0528
N 1.6803 1.2290 -0.7058
C -0.3000 -0.1160 -1.0171
N -1.4790 -0.7835 -0.4987
C -2.5393 -1.0239 -1.4535
H 1.7047 1.4908 2.1301
H 0.9271 0.2693 3.2380
H 2.5076 -0.0003 2.5073
H 1.1661 -1.1479 0.5827
H -0.0928 -0.5123 1.4963
H -0.1834 1.5781 0.3295
H 2.5351 1.3785 -0.2011
H 1.8102 1.3854 -1.6869
H -0.5081 0.3823 -1.9837
H 0.4037 -0.8504 -1.4365
H -1.8679 -0.7888 0.4222
H -2.1971 -1.3626 -2.4320
H -3.1070 -1.8580 -1.0183
H -3.3424 -0.2692 -1.6266
*
```

=====

> Among the records above, which one has the lowest strongest force on any atom?

number 4

=====

> The highest strongest force on any atom belongs to which entry?

number 6

=====

Please write out number 10 again, unchanged.
# C5H14N2

The molecule C5H14N2 (ωB97M-V/def2-TZVPD, OMol25).

Results
Energy relative to the best compared isomer or geometry (same formula, charge and spin) = 66.7 kJ/mol
SMILES = CC(C)CNCN
Strongest force on any atom = 0.9 eV/A

```
! RIJCOSX wB97M-V def2-TZVPD def2/J DEFGRID3
* xyz 0 1
C 0.8221 0.8469 1.9746
C 0.9631 0.9070 0.4515
C 2.4108 0.7581 -0.0060
C 0.1050 -0.1513 -0.2674
N -1.2976 -0.0472 0.0748
C -2.2217 -0.5455 -0.9426
N -1.9185 -1.8260 -1.5098
H -0.2264 0.6810 2.2042
H 1.4747 0.0842 2.3904
H 1.1530 1.7856 2.4038
H 0.5552 1.8379 0.0640
H 3.0287 0.1408 0.6464
H 2.9738 1.6947 -0.1285
H 2.5004 0.2657 -0.9655
H 0.2359 -0.0195 -1.3466
H 0.5277 -1.1588 -0.0978
H -1.4387 -0.4822 0.9757
H -2.2582 0.2356 -1.6961
H -3.2139 -0.5071 -0.4916
H -1.7143 -1.8701 -2.4940
H -2.4609 -2.6297 -1.2395
*
```

=====

> strongest force on any atom of number 6 (C5H14N2)?

5.7 eV/A